DFT (ωB97M-V/def2-TZVPD) results for 12 unconnected molecules or ions with the total composition C48H102O15 at a distorted geometry.

Geometry as XYZ:
```
165
Properties=species:S:1:pos:R:3:forces:R:3
C 11.82058 5.04960 13.26211 -1.2 -0.1 0.5
C 10.73877 6.10346 13.17506 -0.5 2.5 -2.1
C 9.57700 5.44930 12.39353 2.0 -1.1 1.1
O 9.61483 4.15093 13.00757 -0.9 -0.8 0.5
C 10.94896 3.79263 13.35848 0.2 -0.6 -0.4
H 12.41308 5.13644 14.16853 0.5 0.2 -0.3
H 12.38320 5.08395 12.33114 0.4 -0.1 0.2
H 11.05540 6.95768 12.55268 0.3 -0.1 0.2
H 10.36937 6.61159 14.06530 0.1 -0.7 0.5
H 9.80848 5.24305 11.34263 -0.1 0.8 -0.1
H 8.63489 5.97486 12.52741 -0.2 -0.4 0.0
H 11.32878 2.99208 12.71180 -0.2 0.1 -0.4
H 10.98343 3.31810 14.34084 -0.4 0.4 0.3
C 13.10815 0.59828 11.63886 1.1 -1.0 1.1
C 14.05459 1.79510 11.53156 0.0 0.6 -0.6
C 13.63427 2.33017 10.14362 0.4 -0.7 0.6
O 13.02861 1.21750 9.50180 -0.2 -0.3 -1.5
C 13.22425 -0.00270 10.24354 -0.5 1.4 -0.1
H 12.10341 0.96408 11.84501 -0.2 -0.2 -0.3
H 13.37443 -0.10118 12.43760 0.1 0.1 0.0
H 15.11178 1.53469 11.45575 -0.1 -0.5 0.2
H 13.99714 2.57180 12.29409 -0.3 -0.2 0.2
H 14.52202 2.63818 9.58636 -0.1 0.3 -0.2
H 12.90474 3.13803 10.20483 0.0 0.1 -0.1
H 14.17490 -0.47058 9.96595 0.3 0.2 0.5
H 12.47693 -0.72613 9.91992 -0.4 0.3 0.2
C 7.61747 13.24757 10.99983 -0.9 -0.2 -0.4
C 6.79766 13.04580 12.27508 0.2 -1.2 0.5
C 6.13823 11.69905 11.96727 -1.3 1.2 -0.7
O 7.10291 10.90371 11.30790 -0.6 0.1 0.3
C 8.07067 11.80060 10.72624 0.3 0.2 0.9
H 8.42674 13.97179 11.05357 0.2 -0.2 0.2
H 6.96635 13.57913 10.18589 -0.1 0.0 0.0
H 6.00620 13.72750 12.58013 0.3 0.5 -0.3
H 7.49532 12.87993 13.10218 -0.1 0.3 0.2
H 5.29786 11.94894 11.29480 0.2 -0.1 -0.5
H 5.55384 11.26638 12.78242 1.0 -0.7 0.4
H 8.18304 11.57409 9.66858 0.2 -0.1 0.0
H 8.96224 11.59986 11.32411 0.5 0.1 -0.7
C 12.41818 6.93748 3.27961 -0.1 0.1 -0.7
C 12.00222 6.45798 4.64487 -0.1 0.0 1.6
C 11.68740 7.77200 5.36159 -0.9 0.0 -0.8
O 12.63528 8.70200 4.82180 -0.1 0.2 0.5
C 13.13797 8.25725 3.54489 -0.4 -1.0 1.1
H 11.55081 7.16542 2.65535 -0.1 -0.4 0.0
H 13.05418 6.20428 2.78400 -0.1 0.1 -0.2
H 12.78536 5.99632 5.25699 0.4 -0.2 -0.6
H 11.18082 5.74069 4.64785 -0.1 0.2 -0.1
H 11.66161 7.79348 6.45228 0.8 -0.2 0.0
H 10.64120 8.03667 5.15069 0.1 0.4 -0.5
H 14.18790 7.97416 3.64589 0.3 0.9 -0.1
H 12.91376 9.04183 2.82970 0.4 -0.1 -0.3
C 14.51460 5.89322 8.91710 1.2 -0.1 -0.6
C 14.26108 7.34362 9.10473 -0.9 1.5 -0.6
C 14.29067 7.43401 10.62663 -1.2 0.1 -1.0
O 15.29163 6.49425 11.01657 0.8 -0.3 0.3
C 15.70759 5.73576 9.87267 -1.2 -0.5 -1.2
H 14.75340 5.61919 7.88764 0.0 -0.1 0.1
H 13.60073 5.38416 9.22981 0.3 -0.4 0.1
H 13.34531 7.61432 8.56670 -0.4 0.1 0.7
H 14.96345 8.07924 8.69821 0.6 -0.6 -0.2
H 13.29758 7.14108 10.99129 0.2 -0.2 0.4
H 14.44158 8.46990 10.93434 0.6 -0.3 0.4
H 15.92449 4.67118 9.99053 -0.2 0.1 1.2
H 16.59629 6.10424 9.35072 0.1 0.6 0.4
C 14.55135 3.16513 5.74357 0.3 -0.8 0.1
C 14.82034 3.03203 4.23985 -0.5 0.8 -0.8
C 16.15268 2.35642 4.12109 0.7 -0.9 1.9
O 16.13959 1.45475 5.25186 -0.3 -0.8 0.0
C 15.52058 2.09317 6.35883 0.0 1.5 -0.9
H 13.53187 2.92973 6.04544 -0.1 0.1 -0.3
H 14.76144 4.18686 6.05708 0.1 -0.1 0.2
H 14.83052 4.03097 3.79574 -0.1 -0.1 -0.2
H 14.09164 2.42269 3.70468 -0.2 0.1 0.2
H 17.02135 3.00007 4.30557 -0.2 0.4 -0.5
H 16.33285 1.70408 3.27118 -0.2 0.3 -0.3
H 16.30389 2.63203 6.90093 -0.1 -0.3 0.5
H 14.94796 1.40340 6.97165 0.4 -0.3 0.1
C 13.36935 11.05499 11.45340 0.3 -0.2 1.0
C 13.81779 11.17544 9.99308 -0.4 -0.1 0.3
C 12.54314 10.78535 9.21150 -0.2 1.1 0.5
O 11.49274 11.26648 10.07967 0.0 -0.1 -1.0
C 11.84930 10.93069 11.38748 -0.3 -0.1 0.6
H 13.73411 11.89868 12.04471 -0.4 0.2 -0.2
H 13.79585 10.20999 12.00254 0.0 -0.2 -0.4
H 14.72513 10.58923 9.86232 -0.1 0.0 -0.6
H 14.00949 12.23031 9.80148 0.2 -0.1 -0.2
H 12.42182 9.72488 8.97841 0.1 -0.1 0.2
H 12.37549 11.38410 8.32205 0.5 -0.2 -0.3
H 11.47507 9.91769 11.58940 0.5 0.0 0.2
H 11.33083 11.59350 12.08235 0.0 0.0 -0.1
C 8.11248 1.59767 3.37953 -0.5 0.0 0.4
C 9.04197 2.13873 4.43696 0.2 0.4 1.1
C 10.39981 2.04740 3.75009 -0.8 0.6 -0.8
O 10.08495 2.43984 2.38115 0.4 -0.6 0.5
C 8.71207 2.15824 2.10850 0.2 -0.3 -0.3
H 7.06869 1.88990 3.50412 0.1 0.1 0.1
H 8.13055 0.51194 3.50753 0.1 -0.1 -0.7
H 8.92527 1.55550 5.35305 0.4 0.0 0.0
H 8.85515 3.17962 4.71461 -0.2 0.0 -0.2
H 10.79216 1.02988 3.81257 0.2 0.0 -0.2
H 11.12787 2.79374 4.05729 0.1 -0.2 0.4
H 8.63882 1.44482 1.28264 0.0 0.2 -0.1
H 8.24331 3.10559 1.83137 -0.1 -0.1 -0.1
C 9.82208 11.31321 5.55071 0.8 0.5 -0.3
C 8.89827 10.33334 4.83536 0.7 0.3 -0.6
C 8.31063 9.60116 6.01588 -1.7 -0.2 0.0
O 9.26950 9.55033 7.06604 -0.2 0.5 -0.2
C 10.23258 10.60601 6.85631 -0.3 0.0 -1.0
H 9.31104 12.26870 5.69778 -0.3 -0.2 0.6
H 10.72983 11.66376 5.05003 0.0 -0.6 -0.5
H 9.41904 9.67578 4.13433 0.3 -0.2 0.4
H 8.18530 10.84643 4.18949 -0.3 0.0 0.4
H 7.88887 8.63096 5.73546 0.8 -0.4 0.3
H 7.39360 10.08923 6.37394 0.2 0.5 0.1
H 11.17039 10.05596 6.79394 0.3 0.5 -0.2
H 10.30875 11.40820 7.59240 -0.4 -0.6 0.8
C 2.47555 7.09649 5.86944 -1.3 -0.3 0.4
O 3.65713 7.76238 5.62285 1.4 -0.4 -0.8
C 3.69521 9.14045 5.85848 -1.2 -0.4 1.1
C 3.70707 9.48532 7.35599 0.1 0.0 -0.7
O 4.87082 8.94045 7.94141 -0.1 0.7 0.1
C 5.48418 9.79216 8.88408 1.7 -0.4 -0.3
H 2.46507 6.10314 5.41565 0.5 0.2 -0.2
H 1.60173 7.62310 5.45505 0.1 0.1 0.1
H 2.28492 6.90318 6.93529 0.1 0.3 0.0
H 2.80123 9.59096 5.39925 0.1 0.2 0.0
H 4.58654 9.57300 5.40691 0.1 -0.3 -0.1
H 2.86821 9.10493 7.94567 -0.4 0.2 -0.4
H 3.67022 10.58372 7.31552 0.2 0.0 0.7
H 6.46809 9.35156 9.07403 -0.1 -0.2 0.2
H 5.02435 9.89308 9.86824 -0.6 0.1 -0.2
H 5.76109 10.74975 8.42768 -0.5 0.3 0.2
C 9.42506 10.28412 14.35169 -0.3 -0.5 0.2
O 10.76021 10.74320 14.34184 -0.6 0.5 -0.9
C 10.89988 11.83820 15.22901 0.8 -1.2 1.3
C 12.29376 12.42113 15.04165 0.2 -0.9 0.1
O 12.42944 13.71959 15.54581 0.3 0.4 -0.6
C 12.55151 13.77031 16.94576 -0.5 0.4 0.4
H 8.70461 11.08544 14.16603 0.1 0.2 0.2
H 9.21447 9.79183 15.30827 -0.2 0.2 0.1
H 9.20815 9.52749 13.59612 0.6 0.1 -0.2
H 10.88720 11.35314 16.22055 -0.5 0.6 0.2
H 10.11802 12.60224 15.17648 0.0 -0.1 -0.4
H 12.50976 12.29660 13.97603 0.1 0.9 0.0
H 13.04584 11.79286 15.54058 -0.2 -0.2 0.0
H 12.87176 14.77019 17.23764 0.1 0.0 -0.2
H 13.27073 13.06304 17.36928 0.0 -0.2 -0.3
H 11.56884 13.61962 17.40620 0.1 -0.2 0.2
C 10.91365 3.62524 7.76709 -0.7 -1.4 -0.4
O 10.03630 4.66607 8.12892 0.5 0.1 0.0
C 10.67958 5.78966 8.69228 0.2 0.3 -0.8
C 9.65048 6.87133 8.93666 -0.1 -0.2 1.5
O 10.17865 7.69304 9.97827 0.6 -0.3 0.1
C 9.29513 8.69972 10.38227 -0.4 0.8 -0.6
H 11.37586 3.03570 8.56662 0.2 0.8 0.5
H 11.66999 3.86334 7.01412 0.0 0.5 0.1
H 10.28264 2.84702 7.32782 -0.1 0.2 -0.3
H 11.39389 6.25670 7.99800 0.3 -0.5 -0.1
H 11.22954 5.49849 9.59276 -0.2 0.2 0.2
H 8.75507 6.38130 9.33334 -0.3 0.1 -0.3
H 9.42130 7.47543 8.06093 0.0 -0.1 -0.1
H 8.27519 8.31982 10.51385 0.0 0.0 0.1
H 9.29105 9.49849 9.63017 -0.3 -0.1 0.0
H 9.61879 9.19648 11.29635 0.2 -0.5 0.2
```
Positions in Å, forces in eV/Å.

Calculated values
SMILES string = C1CCOC1.C1CCOC1.C1CCOC1.C1CCOC1.C1CCOC1.C1CCOC1.C1CCOC1.C1CCOC1.C1CCOC1.COCCOC.COCCOC.COCCOC
total energy = -3018.3107 a.u.
LUMO level = 0.62 eV
ΔE to the lowest compared entry with this formula, charge and spin = 0.00 kJ/mol
total charge = 0


DFT (ωB97M-V/def2-TZVPD) results for 5 unconnected molecules or ions with the total composition C48H103BNO2 at a distorted geometry.

Geometry as XYZ:
```
155
Properties=species:S:1:pos:R:3:forces:R:3
C -3.81635 -4.16754 -4.93278 -0.2 -0.1 0.3
C -3.06578 -3.10182 -5.19163 0.1 0.1 -0.2
B -2.80265 -2.37756 -6.60594 -0.2 0.5 0.2
C -3.47646 -0.86219 -6.56935 0.2 0.0 0.3
C -2.49020 0.31660 -6.75369 -0.3 0.2 -0.2
C -2.63559 1.46064 -5.72142 0.2 -0.1 -0.1
C -1.31062 2.00397 -5.15225 0.0 0.2 0.2
C -0.88871 1.30946 -3.84217 -0.4 -0.2 -0.3
C -0.41883 -0.15324 -3.96814 0.3 0.1 0.1
C 1.10935 -0.30839 -4.03780 -0.1 0.0 0.0
C 1.81064 0.36158 -5.22443 -0.1 0.0 0.0
C 1.34457 -0.15703 -6.60057 0.2 -0.1 -0.1
C 2.49386 -0.69205 -7.47641 -0.2 0.1 -0.3
C 2.05505 -1.73730 -8.52968 0.1 0.0 0.3
C 3.00249 -2.94292 -8.65637 -0.1 0.0 -0.3
C 2.65526 -4.14216 -7.75790 0.1 0.1 0.2
C 2.36596 -3.84906 -6.27888 0.2 0.0 0.1
C 3.62017 -3.62489 -5.42142 0.0 0.0 0.0
C 3.41091 -3.95378 -3.93945 0.4 0.4 -0.1
C 4.71309 -3.79627 -3.11361 -0.2 -0.1 -0.1
C 4.62377 -2.64684 -2.11125 -0.1 0.0 0.0
N -3.36494 -3.24510 -7.82628 1.2 -0.3 0.3
C -3.33118 -2.51121 -9.02789 0.3 -0.9 0.3
C -2.07674 -2.62985 -9.86093 0.4 -0.1 -0.2
O -4.21387 -1.79241 -9.36947 -1.3 1.2 -0.6
C -2.85453 -4.53174 -8.02980 0.0 0.6 0.6
C -1.65638 -5.04604 -7.26722 0.2 -0.2 0.1
O -3.35352 -5.24949 -8.86303 -0.4 -0.7 -1.0
H -3.90940 -4.57617 -3.92680 -0.1 0.0 -0.1
H -4.38051 -4.67259 -5.71457 0.1 0.0 0.0
H -2.58706 -2.63214 -4.32435 0.1 -0.1 -0.1
H -1.57241 -2.22547 -6.73492 0.0 -0.1 -0.1
H -3.95136 -0.74003 -5.58455 0.0 0.0 -0.1
H -4.28965 -0.78374 -7.29543 0.0 0.0 0.1
H -1.46228 -0.05029 -6.75332 0.0 0.0 0.1
H -2.64126 0.75361 -7.75103 0.1 -0.1 0.0
H -3.23712 1.11167 -4.87277 0.0 0.0 -0.1
H -3.19731 2.28468 -6.17647 0.0 -0.1 0.1
H -0.51279 1.95315 -5.90123 -0.1 -0.1 0.0
H -1.43623 3.07116 -4.91881 0.0 -0.1 0.0
H -1.79314 1.30390 -3.21996 0.2 0.1 0.1
H -0.13762 1.91347 -3.31580 0.0 -0.1 0.0
H -0.74783 -0.70011 -3.07634 0.0 0.0 -0.1
H -0.89277 -0.65198 -4.81833 0.0 0.1 0.1
H 1.35437 -1.37807 -4.05312 0.0 0.0 0.0
H 1.52083 0.09404 -3.10083 0.1 -0.1 -0.1
H 2.88760 0.16881 -5.13311 -0.1 0.1 0.1
H 1.68319 1.44760 -5.14560 0.0 -0.1 -0.1
H 0.59733 -0.94739 -6.46592 0.1 0.0 0.0
H 0.84240 0.63845 -7.15987 -0.1 -0.1 0.1
H 2.93037 0.15678 -8.01824 0.2 -0.1 0.2
H 3.28771 -1.10428 -6.84818 -0.1 0.0 0.0
H 1.96327 -1.24252 -9.50137 -0.1 -0.1 0.1
H 1.05585 -2.10305 -8.26488 0.0 0.0 -0.1
H 2.94694 -3.30220 -9.69232 0.1 0.0 0.1
H 4.04434 -2.62818 -8.51147 -0.1 0.0 0.1
H 3.49485 -4.85041 -7.78129 -0.2 0.0 -0.1
H 1.79023 -4.66219 -8.18341 0.0 0.1 0.0
H 1.70001 -2.98712 -6.16740 -0.1 -0.1 -0.1
H 1.82545 -4.70659 -5.85942 0.0 0.1 -0.1
H 4.45174 -4.22846 -5.81193 -0.1 0.0 0.0
H 3.94470 -2.57842 -5.47862 0.1 -0.1 -0.1
H 3.00022 -4.96196 -3.83387 0.0 0.1 0.0
H 2.68375 -3.23715 -3.54263 -0.2 -0.3 0.0
H 4.91910 -4.73251 -2.58454 0.1 0.1 0.0
H 5.54514 -3.62665 -3.80707 0.0 0.0 0.1
H 5.53522 -2.52931 -1.51860 -0.1 0.0 -0.1
H 4.42835 -1.69925 -2.62541 0.0 -0.1 0.0
H 3.78414 -2.81286 -1.42801 0.1 0.0 0.0
H -1.19726 -2.73071 -9.21903 0.0 0.0 0.0
H -1.96761 -1.74622 -10.49111 -0.1 -0.1 0.0
H -2.14936 -3.51477 -10.50026 0.0 0.1 0.1
H -1.98483 -5.55185 -6.35983 0.1 0.1 0.0
H -1.17607 -5.78965 -7.90962 -0.1 0.1 0.1
H -0.94815 -4.25993 -7.00504 -0.1 0.0 0.1
C -0.90835 3.45933 2.24818 0.0 -0.1 0.0
C -0.44552 3.34195 0.79954 0.0 0.0 0.0
C -0.29812 4.69117 0.09806 0.0 0.0 0.0
C -1.59077 5.50358 -0.00940 0.0 0.0 0.0
C -2.73873 4.78484 -0.71724 0.0 0.0 -0.1
C -2.42199 4.41719 -2.16280 -0.1 -0.1 0.0
H -1.89115 3.92881 2.31955 0.0 0.0 0.0
H -0.98326 2.47399 2.71212 0.0 0.0 0.0
H -0.20541 4.05512 2.83566 0.0 0.0 0.0
H -1.13989 2.70557 0.24482 0.0 0.0 0.0
H 0.51951 2.82924 0.77273 0.0 0.0 0.0
H 0.11417 4.52548 -0.90071 0.0 0.0 0.0
H 0.44556 5.29118 0.63362 0.0 0.0 0.0
H -1.37057 6.43340 -0.54414 0.0 0.0 0.0
H -1.92033 5.80337 0.98995 0.0 0.0 0.0
H -3.62076 5.43085 -0.69411 0.0 0.0 0.0
H -3.01172 3.88145 -0.16431 0.0 0.0 0.0
H -2.18739 5.30790 -2.75028 0.0 0.0 0.0
H -3.27010 3.91857 -2.63369 0.0 0.0 0.0
H -1.57279 3.73589 -2.22712 0.0 0.0 0.0
C -3.02032 1.37667 8.29474 0.0 -0.1 0.0
C -2.59514 1.28345 6.83227 0.0 0.0 0.1
C -2.48311 2.64513 6.14921 0.0 0.0 -0.1
C -3.78749 3.44017 6.07014 0.0 0.0 0.0
C -4.93221 2.72398 5.35386 0.0 0.0 0.0
C -4.61433 2.39562 3.89895 0.0 0.0 0.0
H -4.00569 1.83344 8.39982 0.0 0.0 0.0
H -3.06902 0.38783 8.75409 0.0 0.0 0.0
H -2.30795 1.97625 8.86659 0.0 0.0 0.0
H -3.29259 0.64192 6.28631 0.0 0.0 0.0
H -1.62145 0.78677 6.77849 0.0 0.0 0.0
H -2.08105 2.50516 5.14169 0.0 0.0 0.0
H -1.74280 3.24752 6.68510 0.0 0.0 0.0
H -3.58278 4.38301 5.55264 0.0 0.0 0.0
H -4.11329 3.71572 7.07730 0.0 0.0 0.0
H -5.81881 3.36239 5.39369 0.0 0.0 0.0
H -5.19634 1.80610 5.88693 0.0 0.0 0.0
H -4.38340 3.30648 3.34203 0.0 0.0 0.0
H -5.45828 1.90796 3.40986 0.0 0.0 0.0
H -3.75635 1.72667 3.81712 0.0 0.0 0.0
C 1.10642 -3.35474 10.81224 0.0 0.0 0.0
C 1.54705 -3.43480 9.35389 0.0 0.0 0.1
C 1.65517 -2.07023 8.67526 0.0 0.0 0.0
C 0.34552 -1.28389 8.60030 0.0 0.0 0.0
C -0.79891 -1.99810 7.88404 0.0 0.0 -0.1
C -0.49816 -2.30138 6.41941 0.0 0.0 0.0
H 0.11629 -2.90694 10.91024 0.0 0.0 0.0
H 1.06217 -4.34754 11.26231 0.0 0.0 0.0
H 1.80634 -2.75286 11.39621 0.0 0.0 0.0
H 0.85719 -4.07581 8.79825 0.0 0.0 0.0
H 2.52267 -3.92536 9.30299 0.0 0.0 0.0
H 2.05899 -2.20581 7.66808 0.0 0.0 0.0
H 2.39245 -1.46422 9.21310 0.0 0.0 0.0
H 0.54242 -0.33730 8.08638 0.0 0.0 0.0
H 0.02089 -1.01455 9.60974 0.0 0.0 0.0
H -1.68878 -1.36608 7.93802 0.0 0.0 0.0
H -1.05384 -2.92546 8.40502 0.0 0.0 0.0
H -0.28509 -1.38186 5.86905 0.0 0.0 0.0
H -1.34712 -2.78834 5.93805 0.0 0.0 0.0
H 0.36237 -2.96349 6.31164 0.0 0.0 0.0
C 1.18190 2.83584 7.85456 0.0 0.0 -0.1
C 2.45145 2.03858 7.57533 0.0 0.0 0.0
C 3.48936 2.13202 8.69244 0.0 0.0 0.0
C 4.02496 3.54054 8.95657 0.0 0.0 0.0
C 4.66178 4.22210 7.74619 0.0 0.0 0.0
C 5.88110 3.48311 7.20378 0.0 0.0 0.0
H 1.38809 3.90262 7.95640 0.0 0.0 0.0
H 0.46437 2.71735 7.04150 0.0 0.0 0.0
H 0.70403 2.49353 8.77611 0.0 0.0 0.0
H 2.88714 2.36222 6.62610 0.0 0.0 0.0
H 2.18491 0.98728 7.43997 0.0 0.0 0.0
H 4.32108 1.46070 8.46098 0.0 0.0 0.0
H 3.04650 1.74997 9.61845 0.0 0.0 0.0
H 4.76537 3.48440 9.76128 0.0 0.0 0.0
H 3.21795 4.17341 9.33602 0.0 0.0 0.0
H 4.95751 5.23439 8.03434 0.0 0.0 0.0
H 3.92177 4.33890 6.94978 0.0 0.0 0.0
H 6.65247 3.39175 7.97180 0.0 0.0 0.0
H 6.31457 4.01414 6.35534 0.0 0.0 0.0
H 5.62580 2.47830 6.86409 0.0 0.0 0.0
```
Positions in Å, forces in eV/Å.

Calculated values
total energy = -2120.8637 a.u.
LUMO level = 1.79 eV
total charge = -1


Q: The lowest total energy belongs to which entry?
A: C48H102O15